Formula: C71H64GeInN9O7P2S3Se2
Source: OMol25
Level of theory: wB97M-V/def2-TZVPD

XYZ file:
```
160
Properties=species:S:1:pos:R:3:forces:R:3
In 2.080 -0.751 1.084 0.8047 0.4521 0.3830
N 1.865 3.340 3.443 0.0416 0.1310 0.0322
C 2.115 2.607 2.313 0.2449 0.3043 0.1351
O 1.248 2.461 1.472 0.1280 0.0385 -0.0508
C 3.505 2.041 2.192 -0.2272 -0.3071 0.2154
C 3.477 0.512 2.303 -0.5355 -0.1793 -0.0898
H 0.902 3.573 3.626 0.0605 0.0523 -0.0617
H 2.484 3.266 4.230 0.0319 -0.0129 -0.0084
H 4.135 2.476 2.977 0.0769 0.0172 -0.0751
H 3.916 2.321 1.222 -0.0851 0.1255 0.0320
H 3.260 0.223 3.336 0.1245 -0.0805 -0.0314
H 4.456 0.107 2.043 -0.0132 -0.0178 0.0214
Se 0.184 2.674 -5.452 0.3381 -0.5032 0.0489
P -0.433 2.713 -3.436 -0.3343 0.7702 0.2386
C -2.268 2.677 -3.378 -0.0438 -0.1585 0.0432
C -3.061 1.680 -2.818 0.0189 0.0398 -0.1515
C -4.447 1.807 -2.847 -0.0702 -0.0285 0.0493
C -5.046 2.912 -3.427 -0.0048 0.0491 0.0069
C -4.257 3.890 -4.023 0.0584 0.0105 -0.0058
C -2.879 3.766 -4.009 -0.0324 -0.0869 0.0616
C -0.175 4.453 -2.853 0.0197 -0.0679 0.1011
C 0.750 5.278 -3.481 0.0791 -0.0742 -0.0479
C 0.819 6.627 -3.165 -0.0225 0.0903 0.0883
C -0.054 7.168 -2.232 0.0405 -0.0525 -0.0323
C -0.959 6.342 -1.578 -0.0216 0.0787 0.0713
C -1.008 4.989 -1.874 0.1124 -0.0974 0.0642
C 0.172 1.659 -2.074 0.5045 -0.4445 0.2040
C 1.427 1.266 -1.546 -0.4021 -0.0703 -0.1292
N 1.118 0.415 -0.519 0.3777 0.4273 -0.5727
N -0.188 0.335 -0.396 -0.0560 -0.1216 -0.2280
N -0.768 1.049 -1.314 -0.0156 0.2921 0.0480
P 3.103 1.893 -1.843 0.1652 0.2715 0.2911
Se 4.743 0.971 -0.881 0.0350 -0.2688 -0.2477
C 3.409 1.854 -3.628 -0.2650 -0.2050 0.0544
C 3.027 0.690 -4.288 -0.0410 0.0860 -0.1384
C 3.362 0.505 -5.621 -0.1642 0.0207 0.1805
C 4.056 1.492 -6.303 -0.0205 -0.0793 -0.0633
C 4.441 2.650 -5.644 0.0744 0.0612 -0.0702
C 4.137 2.827 -4.306 -0.1673 0.1092 0.0822
C 3.131 3.621 -1.250 -0.0225 -0.0395 -0.0946
C 2.097 4.185 -0.515 -0.0342 0.0522 -0.2771
C 2.249 5.450 0.038 -0.0580 0.1090 -0.0127
C 3.407 6.178 -0.180 -0.0877 -0.0281 0.0799
C 4.452 5.610 -0.898 0.1084 -0.0285 -0.0569
C 4.330 4.323 -1.394 -0.0303 0.0676 0.0465
H -2.590 0.834 -2.347 -0.1360 -0.0494 -0.0826
H -5.061 1.035 -2.396 0.0542 -0.0015 -0.0129
H -6.125 3.017 -3.418 0.0087 -0.0329 -0.0199
H -4.715 4.753 -4.493 0.0046 -0.0181 -0.0121
H -2.259 4.516 -4.484 -0.0389 0.0442 -0.0265
H 1.390 4.857 -4.248 -0.0151 0.0056 0.0003
H 1.542 7.264 -3.661 0.0042 -0.0377 -0.0147
H -0.035 8.230 -2.016 0.0341 -0.0202 0.0189
H -1.640 6.759 -0.844 0.1306 -0.0404 -0.0730
H -1.708 4.348 -1.351 0.0406 0.0326 -0.0531
H 2.426 -0.054 -3.777 -0.0135 -0.0654 -0.0063
H 3.025 -0.391 -6.118 -0.0098 -0.0792 -0.1037
H 4.274 1.369 -7.358 0.0376 -0.0113 0.0263
H 4.978 3.426 -6.177 -0.0123 -0.0158 0.0109
H 4.442 3.736 -3.807 -0.0494 -0.0215 -0.0553
H 1.192 3.629 -0.338 -0.0727 0.0239 -0.0853
H 1.446 5.861 0.636 -0.0290 0.0192 -0.0251
H 3.505 7.176 0.231 0.0119 -0.0204 -0.0025
H 5.374 6.159 -1.046 -0.0067 -0.0296 0.0268
H 5.179 3.828 -1.848 0.0119 0.0789 -0.0109
C -0.282 -8.297 2.750 0.1200 0.0997 -0.0587
C 0.561 -7.055 2.888 -0.0128 -0.0254 0.0773
C 1.814 -7.103 3.493 -0.0650 0.0734 -0.0012
C 2.589 -5.957 3.595 0.0600 0.0485 -0.0278
C 2.113 -4.755 3.092 0.2146 -0.0212 -0.0443
C 0.861 -4.683 2.498 -0.1302 0.0727 0.1029
C 0.098 -5.835 2.403 -0.0103 -0.0311 0.0263
S 3.160 -3.318 3.236 0.3701 0.1344 0.3037
O 2.545 -2.412 4.172 -0.1964 -0.0311 -0.1480
O 4.472 -3.815 3.603 -0.0356 -0.1219 -0.2008
N 3.158 -2.601 1.816 -0.3508 0.0329 0.2101
C 3.898 -2.893 0.713 0.4649 -0.3427 -0.3126
C 4.859 -3.909 0.563 -0.0230 0.0591 0.1740
C 5.437 -4.083 -0.674 -0.0364 0.0536 -0.0469
C 5.058 -3.276 -1.744 -0.0254 0.0206 0.0517
C 4.139 -2.274 -1.503 0.0380 -0.0667 -0.1446
N 3.600 -2.066 -0.307 -0.2482 -0.1940 0.4670
H 0.013 -9.053 3.478 -0.0437 -0.0138 0.0044
H -0.162 -8.725 1.752 -0.0392 -0.0296 0.0100
H -1.337 -8.060 2.886 -0.0142 -0.0567 0.0125
H 2.184 -8.039 3.896 -0.0016 -0.0096 -0.0205
H 3.566 -5.966 4.062 -0.0089 -0.0819 -0.0252
H 0.474 -3.743 2.124 0.0437 0.0299 -0.0176
H -0.884 -5.778 1.947 0.0225 0.0143 -0.0119
H 5.123 -4.505 1.425 0.0176 -0.0443 -0.0673
H 6.179 -4.860 -0.820 -0.0183 -0.0159 0.0369
H 5.465 -3.415 -2.735 -0.0232 0.0155 -0.0047
H 3.815 -1.618 -2.300 -0.0016 0.0864 0.0462
N -3.886 -7.151 -3.368 -0.1134 0.0259 -0.1018
C -3.178 -5.962 -3.597 0.0263 0.0755 -0.0920
C -2.105 -5.937 -4.483 -0.0870 -0.0247 0.0024
C -1.430 -4.753 -4.725 -0.1233 0.0165 -0.0164
C -1.823 -3.576 -4.098 0.5146 -0.0570 0.0461
C -2.904 -3.590 -3.236 -0.0630 0.1073 0.0519
C -3.579 -4.773 -2.990 -0.0552 0.0108 0.0304
S -0.731 -2.160 -4.226 0.1472 0.3063 0.3294
O -1.522 -0.980 -4.464 -0.2514 -0.0360 -0.0168
O 0.191 -2.559 -5.273 0.2994 0.0919 -0.1207
N -0.053 -1.982 -2.802 -0.2971 0.1714 -0.0007
C 0.699 -2.948 -2.260 0.1451 -0.8599 -0.2827
S 1.476 -4.237 -3.269 0.1202 0.2373 0.3785
C 2.034 -4.996 -1.820 -0.0707 -0.1431 -0.2928
C 1.637 -4.288 -0.747 0.0400 0.1678 -0.0003
N 0.930 -3.132 -0.975 -0.2735 0.1496 -0.3205
H -3.350 -7.984 -3.547 0.0343 -0.0465 0.0847
H -4.361 -7.186 -2.481 0.0505 -0.0340 0.0522
H -1.787 -6.857 -4.963 0.0018 0.0161 -0.0162
H -0.583 -4.721 -5.394 0.0066 -0.0292 0.0245
H -3.205 -2.666 -2.757 0.0064 -0.0206 0.1078
H -4.415 -4.792 -2.305 -0.1071 0.0518 0.0598
H 2.604 -5.911 -1.853 -0.0178 0.0123 0.1089
H 1.844 -4.572 0.273 0.0474 0.0255 -0.0030
O -1.097 -2.152 3.630 0.4040 0.1730 -0.2685
C -0.197 -1.415 3.223 0.0403 0.2447 0.5137
O 0.401 -1.549 2.085 -0.3523 -0.1772 -0.2863
C 0.213 -0.186 4.034 -0.2738 -0.0802 -0.2390
C -0.431 1.038 3.364 -0.3576 -0.7844 -0.0510
Ge -2.407 1.007 3.260 0.1120 0.4827 0.2227
C -2.762 2.757 2.402 0.0597 -0.1489 0.0537
C -3.339 2.821 1.134 -0.0151 -0.0897 0.0721
C -3.444 4.027 0.452 -0.0647 -0.0061 0.0424
C -2.959 5.195 1.026 -0.1210 -0.0411 0.0669
C -2.373 5.150 2.285 -0.0067 0.0393 -0.0128
C -2.278 3.941 2.961 -0.0096 -0.0442 -0.0364
C -3.077 0.994 5.127 0.0483 0.0022 -0.1606
C -3.013 -0.218 5.821 0.0988 0.0388 -0.0017
C -3.385 -0.291 7.157 -0.0657 -0.0350 0.0272
C -3.834 0.843 7.823 0.0326 0.0220 -0.0664
C -3.906 2.052 7.143 -0.0903 0.0025 0.0419
C -3.542 2.120 5.804 0.0886 0.0282 -0.0816
C -3.477 -0.353 2.355 0.2042 0.2034 0.1309
C -4.822 -0.406 2.718 0.0492 0.0782 -0.0247
C -5.676 -1.330 2.138 -0.0159 -0.0128 0.0317
C -5.172 -2.238 1.219 -0.0070 -0.0527 -0.0390
C -3.828 -2.207 0.872 -0.0669 0.0299 -0.0391
C -2.983 -1.251 1.417 -0.0603 -0.0267 -0.0411
H 1.304 -0.138 4.018 -0.0865 0.1511 0.1292
H -0.136 -0.296 5.060 0.0678 -0.0841 0.0417
H -0.060 1.124 2.343 -0.1911 0.1169 0.1355
H -0.184 1.961 3.896 -0.1694 -0.1701 -0.0341
H -3.691 1.907 0.666 -0.0143 0.0545 -0.0350
H -3.897 4.050 -0.533 0.0133 -0.0181 -0.0314
H -3.035 6.134 0.490 -0.0539 -0.0631 0.1000
H -1.984 6.058 2.734 0.0014 -0.0120 0.0054
H -1.804 3.917 3.939 -0.0028 0.0355 -0.0088
H -2.646 -1.103 5.307 -0.0052 -0.0293 0.0285
H -3.326 -1.237 7.683 0.0098 0.0034 -0.0228
H -4.130 0.786 8.864 0.0292 -0.0016 -0.0007
H -4.249 2.942 7.658 -0.0260 -0.0099 -0.0241
H -3.619 3.065 5.276 -0.0027 -0.0008 0.0453
H -5.201 0.282 3.469 -0.0396 -0.0187 -0.0253
H -6.724 -1.353 2.415 0.0098 -0.0081 -0.0049
H -5.839 -2.970 0.780 0.0316 -0.0786 -0.0490
H -3.420 -2.930 0.180 0.0004 -0.0516 -0.1398
H -1.946 -1.226 1.110 0.1058 0.0041 -0.0016
```
Positions in Å, forces in eV/Å.

Output
Energy relative to the best compared isomer or geometry (same formula, charge and spin) = 85.20 kJ/mol
E = -12710.88947 Ha
Total charge = -2

Formula: H80O40
Source: OMol25
Level of theory: wB97M-V/def2-TZVPD

XYZ file:
```
120
Properties=species:S:1:pos:R:3:forces:R:3
H -2.762 4.727 -1.738 0.6894 -0.3389 -0.8667
H -1.664 4.483 -2.869 1.3081 0.8631 -0.1088
O -2.518 4.257 -2.562 -1.8218 -0.4960 0.8812
H 3.477 0.022 -3.502 0.8194 -0.7153 1.1066
H 2.297 1.096 -3.393 1.0063 -0.8056 0.1721
O 2.852 0.536 -3.956 -1.6753 1.1974 -2.1318
H 1.440 -1.476 4.218 -0.2621 -2.1246 0.6436
H 0.550 -0.931 5.072 -0.2573 -2.0144 0.9355
O 0.826 -1.894 4.913 1.0790 3.7353 -1.3102
H -4.395 -1.319 4.311 -0.3409 0.2387 -0.0180
H -3.399 -2.414 4.220 -0.3016 0.3364 -1.1153
O -4.167 -2.040 3.719 0.3018 -0.2481 1.1143
H -1.162 -1.428 -3.522 -0.1971 0.7742 5.2017
H -2.170 -2.076 -2.727 1.1100 1.1741 1.7586
O -1.456 -1.392 -2.430 -1.8556 -1.9256 -5.2743
H 4.408 2.203 2.360 -1.3034 1.2676 -0.4788
O 5.188 1.765 2.633 1.8577 -0.1313 2.3874
H 3.158 4.609 -3.174 0.5089 0.2018 0.7034
O 3.134 4.511 -4.122 0.1609 -0.0037 -0.2634
H 2.579 -0.147 6.445 -0.3652 0.6110 -0.1019
H 3.191 -0.718 5.264 -0.2106 0.4726 -0.8281
O 2.638 0.048 5.492 0.5037 -0.4936 2.0239
H -2.699 -5.245 2.910 -0.3401 0.0057 0.8174
H -2.024 -4.455 4.125 -0.0496 -0.8505 -1.2109
O -1.908 -5.179 3.456 0.1408 0.5400 0.9245
H -0.400 1.623 -5.574 0.0965 0.2284 -0.1921
H 1.096 1.253 -5.562 -1.6755 0.4988 -1.6847
O 0.317 1.445 -6.202 1.6335 -0.7485 2.0076
H 0.378 5.825 4.002 0.4147 1.1202 1.3080
H 0.148 4.433 3.548 -0.0796 -0.2360 -0.1847
O 0.175 5.338 3.232 -0.3349 -0.8584 -1.1331
H 4.310 -2.106 -4.915 -0.8058 0.5271 0.0732
O 3.543 -2.446 -4.412 0.6331 1.2615 -0.7681
H -6.093 -2.203 0.913 -0.3162 0.3398 -0.2209
H -5.454 -2.413 2.329 0.1592 -0.4654 -1.3012
O -5.483 -2.752 1.395 0.2577 0.0339 1.2859
H 1.455 2.446 3.677 0.5985 -0.0254 0.0538
H 1.230 2.426 2.239 -0.6449 0.1214 -1.5866
O 1.939 2.275 2.853 0.2322 0.3439 1.3933
H 2.926 -1.234 -0.852 0.7436 0.2531 -0.9239
H 3.928 -0.324 -1.746 -0.3115 0.6044 -2.0020
O 3.776 -0.767 -0.951 -0.0275 -1.4016 3.1794
H 4.991 2.504 -1.151 0.0978 -0.4602 0.4442
H 3.673 1.623 -1.132 -0.3103 -2.1467 1.2761
O 4.106 2.354 -1.477 0.4417 2.7173 -1.6354
H -2.730 2.105 1.915 -0.0633 0.1040 0.2905
H -4.068 1.505 1.418 0.4641 0.6167 -0.2137
O -3.157 1.727 1.146 -0.3548 -0.2942 0.4179
H 1.640 -0.051 -1.536 -0.4161 -1.8867 -0.2202
H 1.999 1.145 -0.705 0.0529 0.1853 1.0437
O 1.670 0.878 -1.550 -0.6235 1.8535 -0.3122
H -1.851 -5.671 0.962 -0.2238 0.8563 -0.6072
O -2.155 -4.769 0.701 -0.0952 -0.9879 1.5985
H 0.483 -3.501 -2.092 -0.0335 1.4928 0.4548
H -0.400 -2.354 -1.344 3.0536 -0.2497 -2.6489
O 0.504 -2.539 -1.835 -0.7509 -1.5069 2.0519
H 0.321 -4.350 1.678 -0.0307 -0.6897 -0.2998
O 0.506 -3.457 1.936 -0.3245 1.1827 1.0956
H -2.203 -1.494 0.570 1.6542 -2.2039 -1.0032
H -1.170 -2.583 -0.161 -0.8841 -1.2783 -1.3734
O -1.377 -2.089 0.592 -2.1043 2.6699 2.5483
H -3.820 1.470 -2.976 -0.0985 0.1620 -0.3637
H -2.871 2.435 -3.672 -0.1604 0.1666 0.0676
O -3.337 1.603 -3.810 -0.7312 -0.0907 0.4156
H 2.393 -6.145 0.772 0.4515 -0.7500 0.1497
H 2.854 -4.919 1.639 0.3950 -0.1686 0.3118
O 2.280 -5.222 0.937 -0.5999 0.7690 -0.5545
H 3.594 4.749 0.752 0.5749 1.3615 2.1689
H 2.838 4.704 2.058 1.7251 1.1206 -0.2690
O 3.701 5.116 1.712 -2.4145 -2.4740 -1.9333
H 3.668 0.533 3.060 -0.3223 -2.6035 -0.0383
H 2.335 0.545 3.238 -1.2497 -0.4025 -0.1145
O 2.940 -0.202 3.131 1.8822 2.3233 -1.0498
H -0.705 -2.353 4.315 -0.3501 0.3537 -0.3446
H -1.304 -1.923 2.986 -0.1704 -0.1368 -0.1621
O -1.550 -2.035 3.914 0.2478 -0.4656 0.4744
H -3.633 -3.730 -3.593 1.2708 1.0962 -0.3748
H -4.070 -2.346 -3.269 2.0101 -0.3836 -1.1726
O -3.249 -2.807 -3.684 -4.0767 -1.2767 1.3843
H -3.906 -0.488 -1.990 -1.6016 0.4738 0.9651
H -4.132 0.252 -0.752 -0.7537 -0.2363 -0.4603
O -4.690 -0.198 -1.419 1.5502 -0.5103 -0.9658
H -1.757 0.882 -2.880 -1.5945 0.0455 0.4318
H -1.045 0.342 -4.030 -0.1327 0.6654 0.6559
O -0.908 0.924 -3.267 2.4891 0.5713 -0.9153
H -1.974 -1.822 -4.770 -0.7108 0.3038 -0.8650
H -1.047 -0.748 -5.230 0.2492 0.0661 -1.1766
O -1.983 -0.881 -5.045 0.6230 -0.9492 -0.1172
H -0.134 2.982 -2.546 0.0123 -0.9787 -0.0206
O 0.759 3.161 -2.842 1.1597 0.5232 -0.1423
H -5.061 2.950 3.096 -0.3849 0.0165 -0.4339
H -4.818 1.497 3.035 0.0115 -0.7999 0.4831
O -5.357 2.159 2.615 -0.1447 0.6515 0.5375
H -2.362 -4.407 1.608 0.6310 0.2356 -1.8360
H 5.489 2.241 3.476 -0.7616 -0.9212 -1.9544
H 1.230 -3.175 1.393 0.5154 -0.2174 -0.4875
H 2.187 4.499 -4.229 -0.6027 -0.1626 -0.5282
H 3.893 -3.301 -4.269 0.1009 -1.8284 0.7346
H 1.341 2.380 -2.703 -1.4617 0.6964 0.1716
O -0.843 1.651 3.481 -0.5147 0.9052 1.2642
H -0.302 0.882 3.596 0.5504 -1.2492 -1.0715
H -1.106 1.766 4.399 -0.5406 0.6033 0.0981
O 2.050 5.163 -1.324 1.1642 0.3530 0.6541
H 1.938 4.221 -1.487 -0.7832 0.2027 -0.3215
H 1.268 5.666 -1.552 -0.2164 -0.4754 -0.1373
O -0.300 -0.173 1.724 0.2814 1.3509 0.5198
H 0.136 -0.994 1.486 -0.5777 -0.2459 -0.5022
H -1.013 0.036 1.090 1.2457 -0.6599 0.6420
O -0.228 2.887 1.083 0.0591 0.0672 0.7470
H -0.416 2.505 0.202 -0.3801 -0.1636 1.1990
H -0.679 2.479 1.882 0.3853 0.0846 -2.0462
O 4.034 -2.699 2.406 -2.6302 -1.0665 -1.8027
H 3.458 -2.039 1.913 2.0041 -0.5170 1.6186
H 4.790 -2.389 2.861 0.7068 1.3730 0.2140
O 0.170 -3.326 -4.433 0.0995 0.6723 0.4538
H 1.033 -2.894 -4.316 -0.2173 0.0416 0.0402
H 0.339 -4.035 -5.035 0.1038 -0.6524 -0.7380
O -2.382 0.578 -0.805 5.4192 -1.5552 -0.6865
H -1.405 0.218 -1.136 -3.7422 0.9591 0.5580
H -2.313 0.423 0.154 -0.6219 0.8841 -0.5476
```
Positions in Å, forces in eV/Å.

Output
Energy relative to the best compared isomer or geometry (same formula, charge and spin) = 1235.99 kJ/mol
E = -3057.28658 Ha

Formula: C17H20BClCuN6
Source: OMol25
Level of theory: wB97M-V/def2-TZVPD

XYZ file:
```
46
Properties=species:S:1:pos:R:3:forces:R:3
C 1.732 -1.077 2.510 -0.5530 -0.3582 0.6523
N 0.524 -0.717 2.067 -0.0499 -0.7728 0.7177
N -0.434 -1.215 2.944 0.6666 0.2412 -0.6143
C 0.192 -1.940 3.898 0.2980 0.7094 -1.0796
C 1.564 -1.871 3.656 0.1900 0.2672 -0.4090
B -1.929 -0.841 2.696 0.1381 0.4245 -0.6694
N -1.877 0.716 2.413 0.6782 0.2562 -0.6396
N -1.044 1.190 1.400 -1.1387 -0.0178 1.0415
C -1.217 2.515 1.303 -0.1615 -0.1948 0.6621
C -2.179 2.907 2.246 0.2648 0.0778 -0.4171
C -2.579 1.753 2.913 0.8744 -0.4776 -0.7542
Cu 0.035 -0.010 0.256 -1.4403 1.1851 2.0542
N -2.385 -1.455 1.320 0.6997 0.3415 -0.9771
N -1.704 -1.015 0.191 -0.6317 -0.5711 -0.2528
C -2.371 -1.418 -0.890 -0.4146 -0.5981 1.0398
C -3.467 -2.193 -0.488 0.1992 0.2669 -0.0396
C -3.449 -2.184 0.905 0.6293 0.4574 -0.5426
H -2.038 -1.131 -1.876 -0.1204 -0.1568 -0.0234
H -4.113 -2.653 1.612 -0.0120 0.0500 0.0581
H -4.151 -2.673 -1.159 -0.2567 -0.1116 0.1208
H -2.650 -1.102 3.611 0.1417 -0.0613 -0.1684
H -3.309 1.580 3.690 0.0677 0.1026 -0.0751
H -0.372 -2.472 4.651 0.0449 0.1392 -0.0378
H -2.540 3.906 2.387 -0.1287 0.1101 0.0392
H 2.363 -2.336 4.198 0.0322 -0.1497 0.2167
H -0.667 3.080 0.557 -0.1960 0.0186 0.3309
H 2.617 -0.778 1.960 -0.1345 -0.1003 0.3366
H -0.928 2.325 -1.955 -0.0150 0.0908 -0.0155
C -0.209 3.141 -2.089 -0.1475 -0.1448 -0.0762
H -0.737 4.094 -1.987 0.1443 -0.2083 -0.0122
H 0.574 3.066 -1.330 0.0681 0.0918 -0.1509
H 0.221 3.068 -3.093 -0.0107 0.0993 0.2449
Cl 3.941 -1.293 -0.422 -0.1055 0.0151 -0.3579
C 3.362 -0.669 -1.909 1.8757 0.1897 0.1457
C 4.294 -0.335 -2.890 -0.1086 -0.0545 0.1673
C 3.871 0.262 -4.086 0.4953 -0.5373 0.6244
C 2.512 0.533 -4.275 -1.7682 0.2244 0.4480
C 1.582 0.216 -3.284 0.2775 0.5875 -1.4759
C 1.971 -0.452 -2.097 -2.1135 0.0261 1.5362
C 0.953 -0.962 -1.165 1.6793 -1.6355 -2.3911
H 5.354 -0.503 -2.712 -0.2688 -0.0644 0.0093
H 4.599 0.512 -4.860 -0.1884 -0.0265 0.2648
H 2.180 1.027 -5.191 0.0732 -0.2143 0.3206
H 0.528 0.474 -3.423 0.3772 -0.1821 -0.0082
H 0.053 -1.305 -1.690 0.0092 0.4661 0.0847
H 1.325 -1.761 -0.515 0.0393 0.1993 0.0722
```
Positions in Å, forces in eV/Å.

Output
Multiplicity = 2
E = -3113.18886 Ha
Total charge = +2